{
  "formula": "C31H50O3P2PrS",
  "method": "ωB97M-V with the def2-TZVPD basis set",
  "multiplicity": 3,
  "total_energy_ev": -82575.8412,
  "relative_energy_kcal_mol": 35.7,
  "s2": 2.0161,
  "e_lumo_ev": [-4.1, -3.6],
  "charge": 1,
  "homo_lumo_gap_ev": [5.0, 5.5],
  "species": ["Pr", "C", "C", "C", "C", "C", "C", "H", "H", "H", "C", "H", "H", "H", "C", "H", "H", "H", "C", "H", "H", "H", "C", "H", "H", "H", "C", "C", "C", "C", "C", "C", "C", "C", "H", "H", "H", "H", "H", "H", "H", "H", "H", "H", "H", "H", "P", "P", "C", "C", "H", "H", "H", "H", "C", "H", "H", "H", "C", "H", "H", "H", "C", "H", "H", "H", "C", "H", "H", "H", "C", "C", "C", "C", "C", "C", "C", "S", "O", "O", "O", "H", "H", "H", "H", "H", "H", "H"],
  "coordinates": [[-0.8186, 1.5358, 1.8754], [-3.1901, 2.1752, 0.4143], [-3.4632, 1.0844, -0.4599], [-3.4327, 0.2579, 1.6722], [-3.2944, 1.6793, 1.7604], [-3.6224, -0.0787, 0.3153], [-3.0436, 3.5766, -0.0315], [-3.4857, 3.7141, -1.0298], [-1.9923, 3.8876, -0.1272], [-3.5257, 4.2922, 0.6456], [-3.1386, 2.3844, 3.0634], [-3.3189, 3.4595, 2.9758], [-2.1411, 2.2194, 3.5854], [-3.8518, 1.9790, 3.8017], [-3.5241, -0.6355, 2.8580], [-4.4262, -0.4014, 3.4555], [-2.6467, -0.5674, 3.5316], [-3.5953, -1.6842, 2.5328], [-4.0505, -1.4226, -0.1552], [-5.1544, -1.4970, -0.1507], [-3.6646, -2.2229, 0.4954], [-3.7095, -1.6178, -1.1801], [-3.6580, 1.1626, -1.9243], [-4.7225, 1.1854, -2.2165], [-3.2139, 0.2930, -2.4274], [-3.1876, 2.0584, -2.3395], [1.6766, 1.1597, -0.9856], [0.8377, 1.7722, -1.8334], [0.0879, 1.2090, -2.9894], [0.0128, -0.3344, -3.1024], [-0.6601, -1.0337, -1.9618], [-0.1282, -1.4154, -0.7992], [1.3114, -1.3544, -0.3968], [2.1950, -0.2455, -1.0215], [0.5243, 1.5929, -3.9285], [1.0140, -0.7418, -3.3072], [-0.9389, 1.6119, -2.9646], [2.4956, -0.5504, -2.0340], [2.0840, 1.7432, -0.1426], [0.6666, 2.8414, -1.6722], [3.1250, -0.2377, -0.4197], [1.3637, -1.2749, 0.7016], [-0.7812, -1.8663, -0.0381], [1.7997, -2.3245, -0.6170], [-0.6229, -0.5423, -3.9843], [-1.7294, -1.2149, -2.1146], [3.6576, -4.5190, -1.4109], [2.6428, -7.2052, -0.7822], [4.7733, -5.9077, -2.0327], [4.4623, -7.1979, -1.2767], [5.8186, -5.6033, -1.8786], [4.6040, -6.0239, -3.1158], [4.6600, -8.0863, -1.8952], [5.0562, -7.2829, -0.3523], [2.7554, -8.7712, 0.1791], [1.7367, -9.1040, 0.4124], [3.3032, -8.5873, 1.1116], [3.2705, -9.5433, -0.4089], [2.0634, -7.9999, -2.3494], [2.7336, -8.8285, -2.6166], [2.0284, -7.2701, -3.1667], [1.0553, -8.3936, -2.1697], [4.9842, -3.5691, -0.5608], [4.6060, -2.5783, -0.2820], [5.8561, -3.4742, -1.2206], [5.2715, -4.1119, 0.3490], [3.5289, -3.6256, -3.0157], [2.9319, -4.2362, -3.7065], [4.5261, -3.4585, -3.4437], [3.0170, -2.6665, -2.8619], [-2.3033, 9.3169, 3.4823], [-1.5889, 8.0549, 3.0847], [-0.1940, 8.0606, 2.9419], [0.5004, 6.8976, 2.6068], [-0.1974, 5.7008, 2.3936], [-1.5775, 5.6974, 2.5149], [-2.2740, 6.8520, 2.8483], [0.6380, 4.1873, 1.9767], [-0.1403, 3.5575, 0.8207], [2.0303, 4.4284, 1.7353], [0.3119, 3.2105, 3.1071], [-1.9443, 9.6809, 4.4541], [-2.1162, 10.1155, 2.7529], [-3.3852, 9.1632, 3.5548], [0.3419, 8.9967, 3.1051], [1.5831, 6.9311, 2.5162], [-2.1239, 4.7690, 2.3395], [-3.3644, 6.8130, 2.9306]],
  "forces_ev_per_angstrom": [[-0.7, -0.1, -1.9], [-0.4, -0.6, 0.0], [0.5, 0.6, 0.9], [0.0, 0.2, -0.3], [1.0, -0.1, -0.2], [0.5, -0.2, 1.1], [0.2, 1.1, -0.5], [0.0, 0.0, 0.4], [-0.5, 0.0, 0.0], [0.0, -0.1, -0.1], [-0.9, -0.1, 0.2], [0.2, -0.2, 0.2], [-0.3, 0.4, 0.2], [0.3, 0.2, -0.2], [-0.3, -0.5, 0.2], [0.4, -0.2, -0.1], [-0.3, 0.0, 0.0], [0.0, 0.3, 0.3], [-0.1, -0.4, -0.2], [0.4, 0.0, 0.0], [-0.1, 0.2, -0.3], [-0.1, 0.0, 0.2], [0.0, 0.0, -0.7], [0.3, 0.0, 0.2], [-0.1, 0.2, 0.1], [-0.1, -0.1, 0.0], [-0.4, 0.3, 0.5], [0.1, 0.3, 0.7], [-0.2, -0.4, -0.4], [0.0, 0.0, -0.8], [-0.4, 0.2, 0.6], [-0.3, 0.0, 0.0], [0.5, 0.1, 0.0], [0.6, -0.6, 0.2], [-0.1, -0.1, 0.3], [-0.5, 0.1, 0.0], [0.3, -0.1, 0.0], [-0.1, 0.2, 0.3], [-0.1, 0.1, -0.5], [0.0, -0.3, 0.1], [-0.3, -0.1, -0.4], [0.0, 0.0, -0.1], [0.1, 0.0, -0.5], [-0.2, 0.2, 0.1], [0.5, 0.1, 0.2], [0.3, 0.1, 0.2], [0.6, 0.3, -0.6], [0.6, -1.5, -0.1], [-0.2, 0.2, 0.1], [-0.4, 0.1, 0.3], [-0.2, -0.1, -0.3], [0.0, 0.0, 0.4], [0.0, 0.2, 0.3], [-0.1, 0.1, -0.3], [-0.1, -0.1, 0.1], [0.3, -0.1, 0.1], [-0.2, -0.1, -0.1], [-0.1, 0.1, 0.3], [-0.3, 0.1, 0.0], [-0.2, 0.2, 0.0], [-0.1, -0.2, 0.1], [0.1, 0.1, -0.2], [0.0, 0.2, -0.1], [0.2, -0.1, 0.0], [-0.1, 0.1, 0.2], [0.0, 0.2, -0.2], [0.2, 0.3, 0.0], [0.1, 0.2, 0.2], [-0.2, 0.1, -0.1], [0.1, -0.1, -0.2], [-0.1, 0.1, 0.0], [0.2, -0.3, -0.1], [-0.2, -0.4, 0.0], [0.2, 0.0, 0.0], [0.3, 0.5, 0.0], [-0.4, -0.4, -0.1], [0.1, 0.2, 0.1], [-0.5, 0.1, 0.0], [0.8, 0.1, 0.9], [-0.9, -0.3, 0.2], [0.3, 0.1, -0.6], [-0.1, -0.1, -0.2], [0.0, -0.2, 0.1], [0.2, 0.0, 0.0], [0.0, -0.3, -0.1], [-0.2, -0.1, 0.0], [0.2, 0.5, 0.0], [0.4, 0.1, 0.0]]
}